Record 1
{"formula": "C5H10", "method": "wB97M-V/def2-TZVPD", "species": ["C", "C", "C", "C", "C", "H", "H", "H", "H", "H", "H", "H", "H", "H", "H"], "positions_angstrom": [[0.86667, -1.51134, -1.90342], [0.18928, -1.18440, -0.60233], [-0.02156, 0.02876, -0.22744], [-0.71294, 0.49102, 1.11675], [-0.39022, 1.94917, 1.48558], [0.10412, -2.12100, -2.38137], [1.13868, -0.48275, -2.42459], [1.99702, -2.03828, -1.76681], [0.09949, -1.91809, 0.31687], [0.15477, 0.75260, -0.73653], [-0.29873, -0.28497, 1.96107], [-1.80723, 0.60954, 0.98397], [-0.92453, 2.47387, 0.84369], [0.78682, 2.02885, 1.52782], [-0.83782, 2.34095, 2.46102]], "forces_ev_per_a": [[2.857, 0.806, 0.414], [1.758, -2.632, 2.469], [-4.038, -4.745, 8.122], [1.308, -1.641, 1.138], [3.970, -2.547, 4.108], [0.759, -0.217, -1.063], [-0.963, -2.277, 0.645], [-3.414, 0.984, -0.345], [-0.108, 0.665, -2.433], [2.231, 8.582, -6.725], [-1.716, 1.808, -1.811], [0.330, -1.421, 0.223], [-1.364, 3.100, -3.616], [-2.433, 0.684, -0.326], [0.825, -1.152, -0.800]], "nbo_charge": [-0.641, -0.185, -0.165, -0.420, -0.600, 0.224, 0.215, 0.216, 0.196, 0.150, 0.196, 0.208, 0.194, 0.201, 0.211], "e_tot_ev": -5343.6536, "homo_energy_ev": -9.418, "max_force_ev_per_a": 11.13, "smiles": "C/C=C/CC", "gap_ev": 10.587, "relative_energy_kcal_mol": 83.30}

***

Record 2
{"formula": "C5H10", "method": "wB97M-V/def2-TZVPD", "species": ["C", "C", "C", "C", "C", "H", "H", "H", "H", "H", "H", "H", "H", "H", "H"], "positions_angstrom": [[1.96748, 0.00400, 0.02744], [0.64641, 0.58785, 0.46256], [-0.69136, -0.77329, 0.46762], [-1.79006, -0.26382, -0.41934], [-0.64217, 0.83263, -0.47494], [2.83072, 0.60523, 0.32633], [2.11269, -0.96495, 0.51329], [2.08589, -0.14180, -1.04725], [0.63373, 0.77369, 1.53195], [-0.13478, -1.58183, 0.04417], [-0.99330, -0.85973, 1.49159], [-2.72703, 0.05425, 0.05807], [-2.02569, -0.80818, -1.34650], [-1.05000, 1.77383, -0.17026], [-0.22252, 0.76213, -1.46473]], "forces_ev_per_a": [[-0.083, -0.091, -0.157], [-3.557, -3.483, 0.038], [1.694, -0.794, 1.321], [1.294, 1.069, 0.212], [0.244, 1.935, -1.033], [-0.229, 0.237, 0.102], [0.121, -0.185, -0.105], [-0.276, -0.031, -0.102], [-0.323, 0.761, -0.260], [0.152, -0.819, 0.189], [0.189, -0.501, 0.540], [0.579, -0.065, 0.055], [0.494, 0.261, 0.400], [-0.242, 0.946, -0.641], [-0.057, 0.761, -0.558]], "nbo_charge": [-0.637, -0.270, -0.326, -0.481, -0.352, 0.216, 0.196, 0.204, 0.195, 0.208, 0.212, 0.203, 0.206, 0.212, 0.215], "e_tot_ev": -5343.1125, "homo_energy_ev": -7.103, "max_force_ev_per_a": 4.98, "gap_ev": 8.342, "relative_energy_kcal_mol": 95.78}

***

Record 3
{"formula": "C5H10BNO2", "method": "wB97M-V/def2-TZVPD", "species": ["B", "C", "C", "C", "C", "C", "N", "O", "O", "H", "H", "H", "H", "H", "H", "H", "H", "H", "H"], "positions_angstrom": [[3.32693, -0.31242, 0.27692], [1.71807, -0.06940, -0.02077], [-0.16720, 1.30869, -0.50366], [-0.40681, -1.05927, -0.71329], [-1.43319, 1.33026, 0.39550], [-1.70978, -0.99448, 0.28716], [0.44321, 0.05564, -0.30709], [2.44715, 1.01135, 0.05400], [-2.36405, 0.26387, 0.17674], [3.67132, -0.32807, 1.38612], [3.94432, -0.66176, -0.62013], [-0.43943, 1.39997, -1.59193], [0.58565, 2.03473, -0.12122], [0.14130, -2.01765, -0.83270], [-0.81969, -0.95576, -1.71063], [-1.05745, 1.41370, 1.45731], [-1.95188, 2.20784, 0.28140], [-2.34210, -1.69950, -0.16282], [-1.29232, -0.99961, 1.26980]], "forces_ev_per_a": [[-2.293, 1.048, 0.161], [1.643, 1.223, 0.072], [-1.023, 1.250, 0.173], [-1.282, -0.262, 1.378], [1.511, -1.159, 0.882], [2.776, 1.516, -2.246], [0.672, -2.657, -0.962], [-0.087, -1.030, -0.075], [1.107, 0.420, -0.374], [0.209, -0.512, 0.695], [0.732, -0.356, -0.937], [0.360, 0.356, 0.971], [-0.921, 0.044, -0.721], [-0.250, 0.532, 1.080], [0.062, 0.837, -0.373], [-0.364, -0.781, -0.663], [-1.415, 2.085, -0.683], [-1.248, -1.348, 0.638], [-0.188, -1.202, 0.985]], "nbo_charge": [0.227, 0.472, -0.264, -0.248, -0.078, -0.069, -0.414, -0.612, -0.513, -0.063, -0.069, 0.203, 0.255, 0.233, 0.198, 0.165, 0.197, 0.201, 0.180], "e_tot_ev": -11606.4406, "homo_energy_ev": -9.662, "max_force_ev_per_a": 3.88, "gap_ev": 10.430, "relative_energy_kcal_mol": 79.68}

***

Record 4
{"formula": "C5H10BrNO", "method": "wB97M-V/def2-TZVPD", "species": ["C", "C", "C", "C", "C", "N", "O", "Br", "H", "H", "H", "H", "H", "H", "H", "H", "H", "H"], "positions_angstrom": [[1.05542, -0.19940, -0.01394], [-1.29221, 1.14714, -1.42386], [-1.16437, 1.43810, 1.15162], [2.30616, -2.22561, 0.13339], [-1.10681, 0.59093, -0.04581], [1.08272, -1.52005, -0.03721], [1.94696, 0.66246, 0.06747], [-2.20170, -1.00272, 0.13068], [-2.42887, 1.40550, -1.59463], [-0.56854, 2.01984, -1.36506], [-0.91402, 0.44354, -2.16336], [-2.30633, 1.75267, 1.40196], [-0.77745, 2.36843, 1.15572], [-0.83685, 0.94956, 1.97356], [2.17104, -3.10400, 0.84986], [2.78114, -2.63338, -0.87522], [2.99890, -1.51580, 0.55294], [0.33052, -2.16252, -0.08393]], "forces_ev_per_a": [[2.907, 1.265, -0.322], [0.109, 1.152, 1.168], [-5.049, -0.571, -1.089], [2.107, -2.236, -0.772], [-3.930, 0.875, -0.733], [1.264, -0.101, 0.058], [-1.891, -2.498, -0.044], [0.312, -0.049, 0.254], [2.299, -0.181, 0.055], [-1.242, -0.461, -0.797], [-0.236, 0.014, -0.232], [1.984, -1.030, -0.506], [2.107, 2.948, -0.819], [1.055, -1.681, 2.776], [0.227, 1.141, -0.978], [-1.101, 0.795, 1.955], [0.563, -0.064, 0.205], [-1.484, 0.681, -0.180]], "lowdin_spin": [0.532, 0.072, 0.078, 0.032, 0.667, 0.085, 0.330, 0.088, 0.032, 0.000, 0.012, 0.045, 0.001, 0.010, 0.003, 0.002, 0.007, 0.003], "e_tot_ev": -78922.1123, "homo_energy_ev": [-5.874, -10.224], "max_force_ev_per_a": 5.20, "gap_ev": [6.527, 8.895], "multiplicity": 3, "relative_energy_kcal_mol": 8.59}

***

Record 5
{"formula": "C5H10BrPS", "method": "wB97M-V/def2-TZVPD", "species": ["C", "C", "C", "S", "P", "Br", "C", "C", "H", "H", "H", "H", "H", "H", "H", "H", "H", "H"], "positions_angstrom": [[1.27858, -1.89672, -1.61622], [0.99460, -2.63828, -0.57220], [-0.37359, -2.88542, -0.07226], [-0.74360, -1.52985, 1.06001], [-1.29225, 0.12088, -0.09161], [-3.52933, -0.24182, -0.51892], [-1.45198, 1.39986, 1.37122], [-2.02092, 2.68798, 0.88743], [2.13177, -1.46083, -1.84312], [0.41921, -1.76871, -2.31900], [1.88384, -2.81736, 0.03378], [-0.57179, -3.78657, 0.37263], [-1.02198, -2.80896, -0.92343], [-2.16572, 0.98144, 2.18646], [-0.31781, 1.30628, 1.78384], [-1.39680, 3.23347, 0.24247], [-2.89990, 2.60386, 0.32413], [-2.24338, 3.46766, 1.84109]], "forces_ev_per_a": [[-5.776, -1.742, -1.021], [2.080, 0.110, 0.902], [0.669, 2.262, -2.031], [-0.643, 0.199, 1.512], [-0.547, 0.612, 0.331], [0.418, 0.073, 0.122], [1.064, -3.136, 1.376], [0.333, 2.746, 3.472], [4.097, 1.524, -0.981], [0.824, 0.493, 0.375], [-0.515, -0.324, 0.640], [-0.272, -2.083, 1.483], [-0.676, 0.035, -0.426], [1.417, 0.356, -1.331], [-2.663, 0.930, -0.784], [1.320, 0.694, -0.746], [-1.631, -0.562, -0.365], [0.502, -2.188, -2.526]], "nbo_charge": [-0.365, -0.192, -0.550, -0.053, 0.608, -0.295, -0.692, -0.626, 0.192, 0.176, 0.200, 0.237, 0.231, 0.238, 0.243, 0.212, 0.227, 0.210], "e_tot_ev": -95512.6217, "homo_energy_ev": -8.797, "max_force_ev_per_a": 6.12, "smiles": "C=CCSP(Br)CC", "gap_ev": 9.214, "relative_energy_kcal_mol": 10.95}

***

Record 6
{"formula": "C5H10Cl2NO2PS", "method": "wB97M-V/def2-TZVPD", "species": ["C", "C", "P", "Cl", "N", "O", "C", "C", "C", "O", "S", "Cl", "H", "H", "H", "H", "H", "H", "H", "H", "H", "H"], "positions_angstrom": [[-1.72850, 0.11500, 2.03108], [-1.46382, -1.18808, 1.28960], [-1.62382, -0.91901, -0.58102], [-3.37335, -1.51032, -1.25919], [-0.60170, -1.64653, -1.52526], [0.80484, -1.76832, -1.11492], [1.53079, -0.70832, -1.53923], [1.15312, 0.60612, -0.88863], [1.82274, 1.82183, -1.44912], [0.44003, 0.70563, 0.08232], [-2.09067, 1.25756, -0.88241], [-3.96752, 1.70374, -0.14124], [-2.86830, 0.35998, 1.93203], [-1.28435, 0.21778, 3.08965], [-1.10997, 0.92712, 1.44219], [-2.30785, -2.04516, 1.43478], [-0.36162, -1.61169, 1.36581], [2.65747, -0.90252, -1.34376], [1.37182, -0.59579, -2.73367], [2.85586, 1.74276, -1.13446], [1.60523, 2.00654, -2.57607], [1.44614, 2.65427, -0.87774]], "forces_ev_per_a": [[0.338, 2.047, -0.280], [-0.142, -2.257, -0.897], [0.065, 1.205, 1.942], [-0.720, -0.783, -0.100], [1.383, -0.145, -0.881], [-1.738, -1.059, 1.200], [0.957, 0.861, -2.867], [0.869, 0.316, -0.538], [-0.819, 0.518, -1.164], [0.046, -0.659, -0.010], [0.033, 0.034, -0.115], [0.477, -0.447, -0.322], [2.267, -0.235, 0.683], [-1.155, -0.712, -1.454], [-1.632, -1.412, 1.376], [2.233, 1.840, 0.047], [-2.369, 0.728, 0.019], [-1.799, 0.217, -0.282], [0.574, 0.031, 2.433], [0.591, 0.003, -0.736], [0.847, -0.535, 1.953], [-0.306, 0.443, -0.008]], "nbo_charge": [-0.678, -0.747, 1.505, -0.203, -0.765, -0.389, -0.173, 0.592, -0.737, -0.583, -0.080, -0.155, 0.229, 0.235, 0.265, 0.250, 0.273, 0.230, 0.199, 0.242, 0.247, 0.242], "e_tot_ev": -56097.9861, "homo_energy_ev": -9.040, "max_force_ev_per_a": 3.14, "smiles": "CC[P@](Cl)(=NOCC(C)=O)SCl", "gap_ev": 8.759, "relative_energy_kcal_mol": 13.63}

***

Copy entry 5 word for word.
{"formula": "C5H10BrPS", "method": "wB97M-V/def2-TZVPD", "species": ["C", "C", "C", "S", "P", "Br", "C", "C", "H", "H", "H", "H", "H", "H", "H", "H", "H", "H"], "positions_angstrom": [[1.27858, -1.89672, -1.61622], [0.99460, -2.63828, -0.57220], [-0.37359, -2.88542, -0.07226], [-0.74360, -1.52985, 1.06001], [-1.29225, 0.12088, -0.09161], [-3.52933, -0.24182, -0.51892], [-1.45198, 1.39986, 1.37122], [-2.02092, 2.68798, 0.88743], [2.13177, -1.46083, -1.84312], [0.41921, -1.76871, -2.31900], [1.88384, -2.81736, 0.03378], [-0.57179, -3.78657, 0.37263], [-1.02198, -2.80896, -0.92343], [-2.16572, 0.98144, 2.18646], [-0.31781, 1.30628, 1.78384], [-1.39680, 3.23347, 0.24247], [-2.89990, 2.60386, 0.32413], [-2.24338, 3.46766, 1.84109]], "forces_ev_per_a": [[-5.776, -1.742, -1.021], [2.080, 0.110, 0.902], [0.669, 2.262, -2.031], [-0.643, 0.199, 1.512], [-0.547, 0.612, 0.331], [0.418, 0.073, 0.122], [1.064, -3.136, 1.376], [0.333, 2.746, 3.472], [4.097, 1.524, -0.981], [0.824, 0.493, 0.375], [-0.515, -0.324, 0.640], [-0.272, -2.083, 1.483], [-0.676, 0.035, -0.426], [1.417, 0.356, -1.331], [-2.663, 0.930, -0.784], [1.320, 0.694, -0.746], [-1.631, -0.562, -0.365], [0.502, -2.188, -2.526]], "nbo_charge": [-0.365, -0.192, -0.550, -0.053, 0.608, -0.295, -0.692, -0.626, 0.192, 0.176, 0.200, 0.237, 0.231, 0.238, 0.243, 0.212, 0.227, 0.210], "e_tot_ev": -95512.6217, "homo_energy_ev": -8.797, "max_force_ev_per_a": 6.12, "smiles": "C=CCSP(Br)CC", "gap_ev": 9.214, "relative_energy_kcal_mol": 10.95}

***

Which formula does entry 2 have? C5H10